Record 1
{
  "formula": "C4H5FO",
  "method": "ωB97M-V/def2-TZVPD",
  "symbols": ["C", "C", "C", "O", "C", "F", "H", "H", "H", "H", "H"],
  "xyz": [[2.625773, -0.408008, -0.092204], [1.479679, -0.091234, 0.125837], [0.079595, 0.241479, 0.373500], [-0.236332, 1.488109, -0.214041], [-0.826152, -0.838105, -0.192151], [-2.141547, -0.425141, 0.042381], [3.621795, -0.639758, -0.306883], [-0.082603, 0.270798, 1.494569], [-1.189454, 1.585023, -0.135778], [-0.660727, -1.807297, 0.292589], [-0.677805, -0.912167, -1.303487]],
  "atomic_forces_ev_per_a": [[-1.98, 0.58, 0.33], [1.26, -0.35, -0.30], [-0.22, -0.02, 1.03], [0.27, -0.07, 0.07], [0.15, -0.12, -0.92], [0.12, -0.18, -0.02], [0.74, -0.22, -0.11], [0.13, 0.05, -0.98], [-0.19, 0.09, 0.00], [-0.09, 0.21, -0.11], [-0.18, 0.01, 1.01]],
  "smiles": "C#C[C@@H](O)CF",
  "lumo_ev": 0.93,
  "charge": 0,
  "fmax_ev_per_a": 2.1,
  "de_lowest_ev": 1.3673
}

=====

Record 2
{
  "formula": "C2H2NO2P",
  "method": "ωB97M-V/def2-TZVPD",
  "symbols": ["O", "C", "C", "O", "P", "N", "H", "H"],
  "xyz": [[-0.323888, 2.092980, 0.046167], [0.114061, 0.983507, 0.038319], [-0.731981, -0.247719, -0.010384], [0.234634, -1.446128, 0.098279], [1.714620, -0.949453, -0.015155], [1.458162, 0.572261, 0.078670], [-1.350122, -0.526387, 0.831253], [-1.115484, -0.479058, -1.067148]],
  "atomic_forces_ev_per_a": [[-0.03, 0.50, -0.06], [0.78, -0.71, 0.51], [0.60, -3.50, -1.61], [-1.83, -0.24, -0.40], [0.67, 0.25, 0.40], [0.80, 2.02, -0.44], [-0.78, 0.84, -0.19], [-0.20, 0.85, 1.79]],
  "smiles": "O=C1COP=N1",
  "lumo_ev": -0.74,
  "charge": 0,
  "fmax_ev_per_a": 3.9,
  "de_lowest_ev": 0.4295
}

=====

Record 3
{
  "formula": "C52H52Cl2INO8P2S2SiSr",
  "method": "ωB97M-V/def2-TZVPD",
  "symbols": ["Sr", "C", "Si", "C", "C", "C", "C", "C", "C", "P", "C", "C", "C", "C", "C", "C", "C", "C", "C", "C", "C", "C", "C", "C", "C", "C", "C", "C", "P", "C", "C", "C", "C", "C", "C", "C", "C", "C", "C", "C", "C", "H", "H", "H", "H", "H", "H", "H", "H", "H", "H", "H", "H", "H", "H", "H", "H", "H", "H", "H", "H", "H", "H", "H", "H", "H", "H", "H", "H", "H", "H", "H", "O", "S", "O", "O", "C", "C", "C", "C", "C", "C", "S", "O", "O", "O", "H", "H", "H", "H", "Cl", "C", "Cl", "H", "H", "O", "H", "H", "N", "C", "O", "C", "I", "H", "H", "H", "H", "C", "C", "C", "C", "C", "C", "H", "H", "H", "H", "H", "H", "H", "H", "H"],
  "xyz": [[0.764155, 0.247013, -1.759719], [-3.399083, 0.580446, -2.538939], [-2.287754, 1.157820, -1.100564], [-3.456585, 0.351871, 0.418791], [-4.768752, 0.762730, 0.641898], [-5.606920, 0.237288, 1.635579], [-5.158335, -0.906009, 2.337915], [-3.905191, -1.417958, 2.066086], [-3.011122, -0.770536, 1.142775], [-1.303362, -1.412279, 0.821777], [-0.832956, -1.862770, 2.550608], [0.078438, -0.940053, 3.057916], [0.414902, -1.039117, 4.418153], [-0.215198, -1.931087, 5.259463], [-1.088946, -2.902915, 4.729401], [-1.318531, -2.872721, 3.373401], [-1.666247, -3.005847, 0.116081], [-2.685787, -3.516836, -0.653697], [-2.489379, -4.745768, -1.290448], [-1.317581, -5.496993, -1.280152], [-0.242889, -4.932101, -0.526142], [-0.403498, -3.722936, 0.082714], [-2.968515, 3.004762, -0.875472], [-3.933746, 3.507726, -1.693290], [-4.644708, 4.651162, -1.349408], [-4.382994, 5.313583, -0.166512], [-3.467468, 4.813848, 0.701921], [-2.852072, 3.594768, 0.386643], [-1.774254, 2.759835, 1.684461], [-0.528535, 4.089918, 1.844989], [-0.149664, 4.827011, 0.727032], [0.999215, 5.595902, 0.668794], [1.747722, 5.644263, 1.847245], [1.301734, 5.028583, 3.018638], [0.182843, 4.236144, 3.046124], [-2.780911, 3.046460, 3.182631], [-2.759519, 4.220427, 3.882451], [-3.419429, 4.347470, 5.069621], [-4.288759, 3.341302, 5.421775], [-4.204391, 2.100830, 4.815896], [-3.452396, 1.933715, 3.667607], [-4.415151, 0.876458, -2.554951], [-3.228633, -0.496433, -2.424011], [-2.916831, 0.866027, -3.488462], [-5.167082, 1.579172, 0.030644], [-6.633519, 0.711824, 1.868733], [-5.747056, -1.484101, 3.038637], [-3.529110, -2.338567, 2.589267], [0.407231, -0.248268, 2.343833], [1.104780, -0.332357, 4.742787], [-0.054176, -1.929161, 6.278983], [-1.742962, -3.565715, 5.352153], [-1.924357, -3.667343, 2.953019], [-3.681850, -3.073067, -0.748079], [-3.353583, -5.077992, -1.917059], [-1.103429, -6.197578, -2.001021], [0.745783, -5.326006, -0.501006], [0.519343, -3.239537, 0.451465], [-3.922858, 3.093468, -2.750119], [-5.401251, 4.937630, -2.012791], [-5.133933, 6.185501, 0.085438], [-3.287185, 5.253305, 1.687845], [-0.638373, 4.687029, -0.261750], [1.245381, 6.008751, -0.385985], [2.662734, 6.216756, 1.834077], [1.918222, 5.172785, 3.931218], [-0.241475, 3.732216, 3.889320], [-2.155053, 5.056030, 3.461586], [-3.405256, 5.309699, 5.563828], [-5.008638, 3.458816, 6.267723], [-4.891714, 1.236201, 5.226580], [-3.316151, 0.907214, 3.232562], [1.838479, -1.871159, -1.369091], [2.686988, -2.220282, -0.186841], [2.307574, -1.464607, 0.955982], [2.835735, -3.681791, 0.027234], [4.370790, -1.602307, -0.611750], [5.372632, -2.540430, -0.568801], [6.685188, -2.114799, -0.753905], [6.956939, -0.825192, -1.134397], [5.860413, 0.016352, -1.451678], [4.607166, -0.294846, -1.104875], [3.622034, 1.168589, -1.138659], [4.489608, 2.256737, -0.946323], [3.046624, 1.285272, -2.476097], [2.624159, 0.972759, -0.109395], [5.081249, -3.535677, -0.253250], [7.472498, -2.842785, -0.629423], [7.988613, -0.475500, -1.345201], [6.001274, 1.072577, -1.603334], [5.094399, -0.090422, -6.335494], [3.950008, 1.212944, -5.685075], [3.411484, 2.182994, -7.057217], [4.435126, 1.700907, -4.874334], [3.109596, 0.598024, -5.324865], [2.243148, -5.834219, -2.350966], [2.581298, -6.326390, -1.614178], [2.683141, -4.976620, -2.359678], [2.902192, 1.836920, 2.351361], [3.908070, 1.194791, 3.081888], [4.036457, 1.215575, 4.287838], [4.733870, 0.289568, 2.158568], [6.838072, 0.172624, 2.598846], [2.178039, 2.189115, 2.929120], [2.931978, 1.897883, 1.339674], [4.801383, 0.695054, 1.182357], [4.346634, -0.770378, 2.150146], [1.917487, -3.455796, -4.530750], [0.602330, -2.870119, -5.098722], [-0.530648, -3.773429, -4.497259], [0.530366, -3.043132, -6.625249], [0.488544, -1.424076, -4.624881], [0.642923, -0.235920, -4.273887], [1.988335, -4.521920, -4.676838], [2.150700, -3.162092, -3.499276], [2.684293, -2.896586, -5.049430], [-0.501774, -4.691883, -5.081925], [-1.466359, -3.344376, -4.630417], [-0.491969, -4.080938, -3.426665], [0.796388, -4.042034, -6.982767], [1.265450, -2.331368, -6.962772], [-0.536307, -2.849323, -6.985855]],
  "atomic_forces_ev_per_a": [[-0.53, -0.04, -0.19], [1.97, -0.34, -0.27], [-0.96, 0.56, 0.81], [0.98, -0.50, -0.86], [-1.07, 0.75, 0.39], [-0.73, -0.05, 0.23], [0.01, 0.19, -0.46], [1.68, -0.22, -0.48], [-0.88, -0.12, 0.56], [-1.11, 0.56, 0.80], [0.52, 0.49, -0.39], [-1.31, -2.06, 1.39], [-0.81, 0.10, -1.40], [-0.79, -0.93, -1.81], [-0.33, 0.58, 0.52], [-0.52, -0.64, -0.51], [2.49, -1.11, -0.78], [-0.43, -0.52, 0.64], [-1.11, -0.95, -1.31], [0.32, 3.41, 2.06], [-1.15, -0.28, -0.65], [-0.76, 0.81, 0.37], [0.29, -1.92, 1.96], [0.49, 0.79, -2.63], [0.80, -1.00, -0.06], [-3.09, 2.23, -0.21], [0.67, -1.01, 1.14], [0.80, 0.27, 0.56], [-0.25, 0.64, -0.90], [-0.05, 0.06, -0.03], [-0.21, -0.71, -1.67], [0.17, -0.10, -0.65], [0.02, 0.77, -0.76], [1.33, 0.51, 0.97], [-0.54, 0.14, -1.49], [0.68, -1.17, -0.92], [1.24, 1.35, -0.62], [-1.05, 1.02, -0.18], [-0.69, -0.52, 1.97], [-2.30, -1.81, 0.52], [0.30, -1.21, 0.36], [-1.18, 0.04, 0.17], [-0.57, -0.14, -0.39], [-0.18, -0.13, 0.16], [0.16, -0.06, 0.24], [1.77, -0.90, -0.54], [-0.37, 0.40, 0.13], [-0.67, 1.09, -0.55], [1.06, 1.24, -0.32], [1.19, 1.01, 1.05], [0.53, 0.18, 2.01], [1.15, 0.46, -0.42], [-0.17, 0.10, -0.17], [0.49, 0.22, 0.15], [0.87, 0.09, 0.44], [0.09, -2.05, -1.17], [0.42, -0.48, -0.27], [-0.95, -0.41, 0.26], [-0.81, 0.47, 1.36], [-1.07, 0.83, -0.77], [1.94, -1.51, -0.27], [-0.19, 0.03, -0.50], [-0.12, -0.01, 1.04], [0.05, -0.41, 2.31], [0.20, -0.02, 0.28], [-0.50, -0.19, -0.65], [0.46, -0.16, 0.69], [-0.55, -0.64, 0.64], [-0.07, -0.06, 0.26], [0.84, -0.01, -0.63], [1.58, 1.73, -0.94], [-0.25, 1.28, 0.20], [0.98, -0.76, 0.78], [0.89, -1.25, -1.71], [-0.53, 0.35, 1.67], [-0.12, 1.73, -0.56], [-1.94, -0.26, -0.78], [-0.12, 0.61, 0.59], [0.36, -0.59, -0.20], [-0.09, 0.46, -1.52], [3.13, 0.40, 1.12], [-0.80, -1.33, 0.70], [-1.02, -0.72, -2.09], [1.93, 2.14, 1.53], [-0.90, -0.86, -0.22], [-1.12, 0.04, 0.08], [0.29, 0.00, -0.11], [0.25, 0.04, 0.13], [-0.81, -0.31, 0.36], [0.64, 0.01, -0.66], [-0.22, 0.70, 0.44], [-0.59, -2.51, -0.92], [0.15, 0.31, 0.48], [0.35, 0.79, 0.19], [0.12, 0.63, -0.04], [-0.27, -0.07, -0.95], [0.39, -0.02, 0.62], [-0.08, 0.00, 0.35], [2.34, -0.89, 1.92], [-0.96, -0.20, -1.57], [-0.23, 0.21, -0.02], [0.20, -0.81, 0.79], [-0.18, 0.00, 0.37], [-0.66, 0.70, 0.02], [-0.43, -0.25, 0.35], [-0.34, 0.15, -0.78], [0.28, 1.35, 0.03], [0.36, 1.48, -0.37], [-1.05, -0.71, 2.37], [1.43, -0.67, 0.43], [-1.07, 0.60, 0.34], [0.58, 0.17, -0.43], [-0.51, -1.46, -0.61], [0.11, -0.36, -0.12], [-0.81, -0.24, 0.03], [0.74, -0.32, -0.54], [-0.09, -0.32, 0.02], [-1.88, 0.95, -0.41], [0.56, 0.61, -0.65], [0.11, -0.04, 0.37], [-0.04, 0.35, -0.96], [1.53, 0.15, 0.31]],
  "lumo_ev": 3.48,
  "charge": -2,
  "fmax_ev_per_a": 4.0
}